2 unconnected molecules or ions with the total composition C4H10O3 in a non-equilibrium geometry, computed with ωB97M-V/def2-TZVPD.

```
17
Properties=species:S:1:pos:R:3:forces:R:3:mulliken_charge:R:1
H -0.340664 -0.673287 1.608922 -0.135 -0.095 -0.362 0.350
O -1.385065 1.541426 -2.122588 -0.624 -2.841 0.858 -0.528
H -1.711441 0.732155 -2.579404 0.103 1.137 -0.116 0.326
H -0.165752 -0.835168 -1.549933 -1.198 0.297 1.721 0.338
H -1.652027 -1.088136 -0.535002 -1.507 -0.963 -0.164 0.407
H 1.041708 -0.227816 0.622413 -0.762 -1.225 0.077 0.245
H -0.249852 -2.990471 0.874871 -0.475 -1.403 0.615 0.342
O 1.745239 -2.704785 0.482979 -3.141 0.553 1.300 -0.504
C 0.165894 -0.945156 0.662356 -0.001 4.218 -0.202 -0.336
O 1.645839 1.714268 1.393884 0.065 -0.028 0.296 -0.613
C -0.769446 -0.530586 -0.585787 2.425 0.153 -1.705 -0.661
H 1.435268 2.208342 0.604513 -0.121 0.238 -0.353 0.309
C 0.583813 -2.332876 0.765911 3.538 -0.545 -2.763 -0.138
H -0.076878 1.476709 -0.594500 -0.371 -0.446 -0.271 -0.070
C -1.065612 0.995114 -0.805064 2.719 1.706 1.595 -0.104
H 2.420846 2.155048 1.746563 0.179 0.033 0.150 0.298
H -1.621868 1.505220 0.009863 -0.693 -0.789 -0.677 0.338
```
Forces are in eV/Å.

Properties
Highest occupied orbital energy ... -10.0 eV
Kohn-Sham gap ... 10.6 eV
Molar mass ... 106.1 g/mol
Lowest unoccupied orbital energy ... 0.633 eV
Calculated total energy ... -10450.763 eV
Largest force on an atom ... 4.52 eV Å⁻¹
Structure (SMILES) ... O=CCCCO.O



2 unconnected molecules or ions with the total composition C4H10O3 in a non-equilibrium geometry, computed with ωB97M-V/def2-TZVPD.

```
17
Properties=species:S:1:pos:R:3:forces:R:3:mulliken_charge:R:1
H -1.106086 0.262518 2.326160 -0.211 0.086 0.076 0.316
H 0.946752 -0.159385 1.257453 0.071 -0.130 0.028 0.366
H 1.708936 -1.906024 -4.123755 0.039 0.001 -0.075 0.323
H -2.159602 1.936279 0.550351 -0.020 -0.094 0.457 0.350
O 2.290237 -2.487062 -3.623221 -0.150 0.074 0.194 -0.634
H 0.033670 -1.626723 1.556043 0.135 -0.647 -0.019 0.302
H -2.070680 -0.498445 1.068035 -0.004 -0.113 -0.066 0.360
O 0.013073 2.949839 1.858181 -0.135 -0.108 0.033 -0.476
C -1.164213 0.076522 1.252063 -0.101 -0.127 0.350 -0.681
H 1.070971 -1.097238 -0.730542 0.208 -0.001 0.181 0.295
H -1.078881 1.134191 -0.560581 -0.094 0.032 -0.230 0.237
C -0.053442 2.265659 0.870164 -0.415 0.228 0.202 -0.104
H 1.766565 -2.724029 -2.848843 0.063 -0.090 -0.101 0.312
C 0.078429 -0.746411 0.932817 0.063 1.068 0.549 -0.443
C -1.220443 1.387759 0.487658 0.431 0.119 -0.593 -0.401
H 0.781316 2.245653 0.167319 0.507 0.014 -0.286 0.380
O 0.163406 -1.013108 -0.439294 -0.387 -0.314 -0.699 -0.502
```
Forces are in eV/Å.

Properties
Highest occupied orbital energy ... -9.8 eV
Kohn-Sham gap ... 10.3 eV
Molar mass ... 106.1 g/mol
Lowest unoccupied orbital energy ... 0.434 eV
Calculated total energy ... -10451.810 eV
Largest force on an atom ... 1.20 eV Å⁻¹
Structure (SMILES) ... O=CCCCO.O



2 unconnected molecules or ions with the total composition C4H10O3 in a non-equilibrium geometry, computed with ωB97M-V/def2-TZVPD.

```
17
Properties=species:S:1:pos:R:3:forces:R:3:mulliken_charge:R:1
O 1.883002 0.989741 -0.640998 -2.010 0.824 -0.781 -0.566
H -0.277332 -2.238774 -0.917506 -0.216 0.446 -0.134 0.312
C -2.419739 0.132642 -0.679728 0.214 0.347 -0.555 -1.283
H 0.899346 0.660196 -0.684639 3.040 0.301 1.057 0.398
H 2.551112 0.624853 1.379657 -0.780 -0.380 -0.159 0.251
H -1.318006 1.049323 1.490304 0.279 -0.240 0.135 0.280
H -2.563503 0.351952 -1.741348 0.050 0.123 0.117 0.318
C 2.809630 0.537149 0.317266 -0.093 -0.864 -0.012 -0.561
H 3.073594 -0.485591 0.016104 0.205 -0.045 0.700 0.257
O -0.897536 -1.596568 -1.301894 0.308 0.172 -0.146 -0.508
O -0.588724 0.449491 1.717623 -0.488 0.354 0.195 -0.464
H -2.554521 1.060155 -0.118146 0.068 -0.018 -0.113 0.380
H 3.736173 1.120770 0.322124 -0.242 0.238 -0.858 0.253
C -0.445436 -0.488169 0.749629 0.192 0.675 -1.606 -0.497
C -1.071892 -0.501233 -0.460244 -0.746 -1.666 2.069 0.792
H 0.412814 -1.116188 0.949733 -0.046 -0.210 0.028 0.368
H -3.228982 -0.549750 -0.397936 0.263 -0.056 0.063 0.269
```
Forces are in eV/Å.

Properties
Highest occupied orbital energy ... -8.5 eV
Kohn-Sham gap ... 9.0 eV
Molar mass ... 106.1 g/mol
Lowest unoccupied orbital energy ... 0.549 eV
Calculated total energy ... -10450.507 eV
Largest force on an atom ... 3.23 eV Å⁻¹
Structure (SMILES) ... C/C(O)=C\O.CO



A single C4H10O3 molecule, computed with ωB97M-V/def2-TZVPD.

```
17
Properties=species:S:1:pos:R:3:forces:R:3:mulliken_charge:R:1
H -1.171592 -1.060401 1.171186 0.147 0.110 -0.250 0.311
H -1.173156 1.239540 1.302904 0.404 -0.048 -0.105 0.358
H 1.850678 -0.535962 1.069507 -0.004 0.252 -0.126 0.337
H -0.821358 -2.385991 -1.590075 -0.006 0.192 -0.173 0.236
H 1.092233 1.217774 2.374957 -0.139 0.083 -0.279 0.316
H -1.007793 1.580196 -1.109199 0.043 -0.074 0.447 0.358
O -1.205864 -0.448830 -1.087775 -0.060 0.142 -0.043 -0.396
H 0.604686 -1.327853 -1.639676 -0.314 0.017 -0.086 0.299
H 0.523220 0.726169 -1.167316 -0.206 -0.261 0.115 0.398
H 1.217973 2.204435 0.884515 0.030 -0.062 0.087 0.353
C -0.477926 0.699925 -0.712333 0.030 0.286 -0.122 -0.698
C 1.034431 1.199211 1.274611 -0.160 0.292 -0.058 -0.729
C -0.336993 0.693973 0.827349 0.086 -0.125 0.105 0.380
O -0.308450 -0.648861 1.292543 -0.301 -0.227 0.430 -0.604
O 2.041759 0.357952 0.745346 0.122 -0.113 0.135 -0.524
C -0.475466 -1.379054 -1.852444 0.088 -0.195 -0.195 -0.660
H -0.664404 -1.175300 -2.917086 0.240 -0.268 0.118 0.266
```
Forces are in eV/Å.

Properties
Highest occupied orbital energy ... -9.8 eV
Kohn-Sham gap ... 10.6 eV
Molar mass ... 106.1 g/mol
Lowest unoccupied orbital energy ... 0.852 eV
Calculated total energy ... -10451.494 eV
Largest force on an atom ... 0.57 eV Å⁻¹
Structure (SMILES) ... COC[C@@H](O)CO



3 unconnected molecules or ions with the total composition C4H10O4 in a non-equilibrium geometry, computed with ωB97M-V/def2-TZVPD.

```
18
Properties=species:S:1:pos:R:3:forces:R:3:mulliken_charge:R:1
O -1.151819 0.213074 -2.440254 0.454 0.086 0.162 -0.685
H 0.075446 -0.938348 -0.535368 -0.538 -0.078 0.366 0.445
O 2.286234 0.600673 2.294978 -0.469 0.321 0.612 -0.375
C -0.320073 0.958689 0.589089 0.228 1.999 0.635 -0.551
C 2.700348 0.299544 1.214199 0.761 -0.602 -0.085 -0.199
H -3.022795 -1.613967 -0.475634 -0.101 0.108 0.029 0.123
H 3.766112 0.428136 0.976910 0.019 0.101 -0.266 0.379
H -2.020057 0.154545 0.441669 -0.765 -1.005 -0.444 0.513
H 0.321995 1.492265 1.283218 -0.015 0.072 0.306 0.430
H -1.835020 0.222024 -3.113601 -0.032 -0.030 0.046 0.281
H 0.211135 -1.055948 1.250412 -0.223 0.725 0.286 0.344
O -2.226571 -1.084045 -0.436866 0.546 0.549 0.361 -0.937
H 2.310103 -0.802104 -0.650218 0.202 0.334 -0.575 0.423
H -0.331774 1.483861 -0.364185 0.168 -0.521 -0.590 0.349
H -1.534899 -0.323207 -1.683265 -0.546 -0.105 -0.354 0.383
O -1.517629 0.769133 1.088054 -0.518 -0.065 0.559 -0.513
C 0.459361 -0.451214 0.359695 0.756 -1.988 -1.734 -0.266
C 1.829902 -0.353112 0.201169 0.073 0.099 0.686 -0.142
```
Forces are in eV/Å.

Properties
Highest occupied orbital energy ... -8.6 eV
Kohn-Sham gap ... 4.7 eV
Molar mass ... 122.1 g/mol
Lowest unoccupied orbital energy ... -3.934 eV
Calculated total energy ... -12494.673 eV
Largest force on an atom ... 2.74 eV Å⁻¹



2 unconnected molecules or ions with the total composition C4H10O4 in a non-equilibrium geometry, computed with ωB97M-V/def2-TZVPD.

```
18
Properties=species:S:1:pos:R:3:forces:R:3:mulliken_charge:R:1
H 1.822686 2.094891 0.043963 0.030 0.001 0.027 0.344
H 0.640347 -1.391507 1.369817 -0.121 -0.097 0.010 0.395
C -0.429551 -1.123532 -0.514456 0.608 -0.400 1.180 0.064
O 0.220818 1.246801 1.395967 -0.054 -0.285 0.436 -0.541
O 1.925461 1.135051 -0.033898 -0.026 -0.084 -0.144 -0.478
C 0.921566 0.586460 0.676630 0.525 0.412 0.036 0.603
H -1.407111 1.497473 -0.595458 0.024 0.388 0.331 0.338
H -1.272370 -2.761901 -1.606505 -0.213 0.008 0.444 0.354
C -0.482492 -2.602661 -0.860824 -0.623 0.161 -1.126 -1.432
H -0.351471 -0.466746 -1.373450 0.079 -0.086 -0.336 0.431
H 1.662120 -1.297782 -0.077248 0.072 0.234 0.165 0.384
H -0.724185 -3.144521 0.050628 0.154 -0.298 -0.082 0.310
C 0.785503 -0.878712 0.419111 -0.214 -0.104 -0.547 -0.655
O -1.628592 -0.741897 0.144839 -0.380 0.230 -0.107 -0.543
H 0.388946 -3.001637 -1.387724 0.303 0.205 0.548 0.392
H -0.899652 2.977220 -0.403150 -0.289 -0.217 0.300 0.297
H -1.552626 -0.881136 1.098957 0.088 0.061 -0.258 0.379
O -0.821885 2.186904 -0.939881 0.038 -0.129 -0.876 -0.644
```
Forces are in eV/Å.

Properties
Highest occupied orbital energy ... -10.3 eV
Kohn-Sham gap ... 11.0 eV
Molar mass ... 122.1 g/mol
Lowest unoccupied orbital energy ... 0.744 eV
Calculated total energy ... -12500.516 eV
Largest force on an atom ... 1.39 eV Å⁻¹
Structure (SMILES) ... C[C@@H](O)CC(=O)O.O



A single C4H10O5 molecule in a non-equilibrium geometry, computed with ωB97M-V/def2-TZVPD.

```
19
Properties=species:S:1:pos:R:3:forces:R:3:mulliken_charge:R:1
C -0.701412 0.644009 -0.257676 0.045 1.328 -0.673 0.183
H -1.094080 -2.103328 0.345693 -0.646 0.556 0.930 0.485
C -0.341642 -1.674217 1.019703 0.225 3.118 -1.775 -0.211
O 1.269530 0.097490 1.103115 -2.681 0.336 1.616 -0.555
H -0.405773 0.865887 -2.422866 0.383 -0.262 0.296 0.314
O 0.988807 -0.850301 -0.974668 0.766 1.497 -0.126 -0.585
H 2.052737 0.141840 0.663208 3.809 0.416 -1.812 0.362
H 0.903536 -1.776578 -1.086394 -0.124 -1.503 0.196 0.378
C 0.355408 -0.380723 0.168878 -2.136 -2.982 0.836 0.641
H -2.741139 0.416141 -0.145167 0.998 0.176 0.021 0.342
O -1.930542 -0.015199 -0.464159 -0.606 -0.605 -0.475 -0.600
H -0.181452 -0.547488 2.712364 0.905 0.220 -0.597 0.371
C -0.294462 1.459395 -1.507656 -0.720 0.523 -1.279 -1.382
H -0.807693 1.424120 0.458559 -0.055 0.177 1.375 0.316
O -0.747731 -1.133036 2.219068 -2.737 -0.527 0.417 -0.591
O 0.506976 -2.687224 1.246560 3.595 -0.075 0.348 -0.530
H -1.040249 2.286380 -1.725806 0.809 -0.690 0.812 0.346
H 1.320178 -2.215950 1.619391 -1.132 -1.276 -0.431 0.386
H 0.726197 1.906576 -1.508834 -0.697 -0.428 0.323 0.330
```
Forces are in eV/Å.

Properties
Highest occupied orbital energy ... -9.6 eV
Kohn-Sham gap ... 10.2 eV
Molar mass ... 138.1 g/mol
Lowest unoccupied orbital energy ... 0.596 eV
Calculated total energy ... -14546.330 eV
Largest force on an atom ... 4.24 eV Å⁻¹
Structure (SMILES) ... C[C@@H](O)C(O)(O)C(O)O



A single C4H10OS molecule in a non-equilibrium geometry, computed with ωB97M-V/def2-TZVPD.

```
16
Properties=species:S:1:pos:R:3:forces:R:3:mulliken_charge:R:1
H 1.992582 -1.942931 -0.090789 1.709 -2.366 -1.857 0.414
C -0.786309 0.321854 0.249177 2.724 0.128 0.038 0.365
C -1.395396 -0.907713 -0.272680 -0.268 2.138 -1.182 -1.190
H -1.780999 -0.831032 -1.288965 0.407 -0.029 -0.707 0.295
H -2.354518 -0.949887 0.167406 -0.934 -1.019 1.537 0.443
H -0.992814 2.121413 1.276300 0.097 0.458 0.705 0.293
C -1.246305 1.742442 0.313141 -2.477 -3.306 1.060 -1.131
H 2.056985 -0.157822 -1.869145 -0.957 0.134 1.702 0.113
S 1.187743 0.205014 -0.604455 -0.923 -1.070 -0.186 0.392
C 1.721400 -1.159915 0.488383 -0.932 2.320 2.162 -0.965
O 1.826024 1.430037 -0.153076 0.564 1.045 0.211 -0.636
H -2.313885 1.834689 0.100136 -0.075 0.378 -0.062 0.360
H 0.907408 -1.574828 1.127423 0.374 1.009 -0.369 0.316
H 2.513948 -0.685298 1.135621 -0.678 -0.771 -0.858 0.318
H -0.642183 -1.668229 -0.198024 -0.447 -1.104 0.166 0.240
H -0.693674 2.222206 -0.380452 1.818 2.052 -2.359 0.372
```
Forces are in eV/Å.

Properties
Highest occupied orbital energy (spin up / spin down) ... -7.3 / -7.1 eV
Kohn-Sham gap (spin up / spin down) ... 7.2 / 7.2 eV
Molar mass ... 106.2 g/mol
Lowest unoccupied orbital energy (spin up / spin down) ... -0.029 / 0.074 eV
Calculated total energy ... -17186.852 eV
Largest force on an atom ... 4.26 eV Å⁻¹
Structure (SMILES) ... CC(C)=[S@H](C)=O